(1)
Computed, not measured: C15H22N2O3S in the gas phase, with ωB97M-V/def2-TZVPD.

Values from the calculation:
E_LUMO in eV: 0.47
Kohn-Sham gap in eV: 8.66
Multiplicity: 1
Charge: 0

Last column: natural (NBO) charge in e.
Element x y z (Å)
C1 -0.10503 -1.36305 3.16534  -0.25
H1 0.90848 -1.68125 2.92441  0.20
O1 -0.63643 -0.85848 1.96278  -0.53
C2 -1.88739 -0.29928 1.95948  0.42
C3 -2.70169 -0.30737 3.08657  -0.36
C4 -3.96041 0.27527 3.05608  -0.13
C5 -4.41343 0.88751 1.89135  -0.27
C6 -3.60199 0.90055 0.78152  -0.11
C7 -2.33980 0.30804 0.77634  -0.24
C8 -1.57957 0.42789 -0.50517  0.66
O2 -1.87449 1.27108 -1.33306  -0.63
N1 -0.60528 -0.48759 -0.71629  -0.61
H2 -0.32935 -1.08420 0.04681  0.41
C9 0.26558 -0.42474 -1.86382  -0.23
H3 0.39308 -1.43400 -2.26394  0.19
C10 1.62096 0.19689 -1.50072  -0.22
N2 2.44905 0.39298 -2.67438  -0.44
C11 3.46401 1.41488 -2.48109  -0.25
C12 4.19937 1.64246 -3.80183  -0.07
H4 5.00442 2.36853 -3.67613  0.19
O3 4.80302 0.45749 -4.26536  -0.52
C13 3.83353 -0.54868 -4.43456  -0.07
C14 3.08546 -0.83016 -3.13122  -0.25
H5 2.32405 -1.58884 -3.31443  0.20
H6 3.79940 -1.21604 -2.37944  0.17
H7 4.36907 -1.43757 -4.77291  0.19
H8 3.10715 -0.24192 -5.20187  0.17
H9 3.48238 2.01264 -4.54942  0.17
H10 2.97829 2.34288 -2.17386  0.21
H11 4.19565 1.12054 -1.70655  0.16
H12 1.42458 1.17599 -1.05694  0.21
H13 2.12511 -0.42740 -0.73926  0.16
H14 -0.22289 0.20187 -2.61233  0.24
H15 -3.92294 1.38146 -0.12987  0.24
H16 -5.38962 1.34525 1.87574  0.22
S1 -5.05962 0.29910 4.43361  0.27
C15 -4.14368 -0.53418 5.76337  -0.75
H17 -4.80449 -0.51594 6.62437  0.24
H18 -3.93295 -1.56294 5.48589  0.22
H19 -3.23300 0.01289 5.98927  0.22
H20 -2.35099 -0.77378 3.99102  0.22
H21 -0.67368 -2.22515 3.52857  0.18
H22 -0.06391 -0.59362 3.94192  0.18

=====

(2)
Computed, not measured: 2 unconnected molecules or ions with the total composition C15H22N4O2, with ωB97M-V/def2-TZVPD.

Values from the calculation:
E_LUMO in eV: 0.68
Kohn-Sham gap in eV: 8.76
Multiplicity: 1
Charge: 0

Last column: natural (NBO) charge in e.
Element x y z (Å)
O1 1.74164 4.06218 -2.00543  -0.63
O2 2.00289 -1.37635 -2.36296  -0.64
C1 1.55515 2.93152 -2.42322  0.67
C2 1.97879 -0.27028 -1.84075  0.66
C3 -2.30280 -2.85899 1.25259  -0.02
C4 -2.38304 -1.48815 1.23800  -0.10
C5 0.85632 0.51801 1.64528  -0.26
C6 1.71090 -0.59054 1.75000  -0.22
C7 -0.52312 0.33089 1.47541  -0.23
C8 1.19104 -1.89049 1.68624  -0.22
C9 -1.03375 -0.96898 1.41397  -0.04
C10 -0.18421 -2.06455 1.52477  0.12
N1 -0.96746 -3.20548 1.43583  -0.53
N2 3.04468 0.23630 -1.20425  -0.61
N3 0.95531 2.02685 -1.65108  -0.63
N4 -5.38469 0.63259 2.11538  -0.85
C11 2.01922 2.55260 -3.81631  -0.72
C12 4.31531 -0.46435 -1.02823  -0.41
C13 0.72759 0.60897 -1.96691  -0.32
C14 -3.63722 -0.68640 1.02366  -0.43
C15 -4.18182 -0.17528 2.35373  -0.20
H1 -3.13785 -3.54352 1.13160  0.22
H2 1.26300 1.52311 1.70459  0.21
H3 2.77863 -0.44219 1.88202  0.21
H4 -1.19283 1.18115 1.39692  0.21
H5 1.84764 -2.75141 1.76018  0.21
H6 -0.60661 -4.15736 1.47350  0.41
H7 2.95118 1.16163 -0.81463  0.41
H8 0.62953 2.36626 -0.75946  0.41
H9 -5.80491 0.93019 2.99584  0.36
H10 -5.17497 1.43686 1.52466  0.35
H11 2.76502 1.76247 -3.75924  0.23
H12 1.16754 2.21647 -4.40400  0.23
H13 2.45856 3.42866 -4.29150  0.25
H14 5.05068 0.19659 -0.56698  0.21
H15 4.69013 -0.79820 -1.99807  0.21
H16 4.16772 -1.34048 -0.39383  0.20
H17 0.33709 0.50887 -2.97935  0.23
H18 -0.01979 0.21276 -1.28001  0.25
H19 -4.39685 -1.31249 0.54590  0.22
H20 -3.42550 0.15127 0.35297  0.20
H21 -4.42513 -1.02200 3.00420  0.19
H22 -3.42301 0.43128 2.85895  0.16

=====

(3)
Computed, not measured: 5 unconnected molecules or ions with the total composition C15H22O15, with ωB97M-V/def2-TZVPD.

Values from the calculation:
E_LUMO in eV: -0.28
Kohn-Sham gap in eV: 8.97
Multiplicity: 1
Charge: 0

Last column: natural (NBO) charge in e.
Element x y z (Å)
C1 5.82550 4.30445 -13.14146  -0.09
C2 6.40745 4.18927 -11.75769  -0.10
O1 7.80514 3.75151 -12.02152  -0.47
C3 7.96461 3.65554 -13.33679  0.96
O2 8.94469 3.21926 -13.92940  -0.58
O3 6.79618 3.78978 -14.04583  -0.49
H1 5.61742 5.34291 -13.39917  0.23
H2 4.83364 3.85912 -13.21890  0.18
H3 5.85421 3.41502 -11.22612  0.19
H4 6.46072 5.09230 -11.14957  0.20
C4 2.04455 6.93161 -15.89740  -0.11
C5 2.78007 8.04300 -15.16800  -0.10
O4 3.47828 7.26544 -14.23951  -0.48
C6 3.63348 5.98652 -14.64510  1.05
O5 4.31284 5.15537 -14.04900  -0.67
O6 2.88998 5.85169 -15.69225  -0.49
H5 1.76816 7.21658 -16.91253  0.23
H6 1.07270 6.77864 -15.42812  0.20
H7 2.23301 8.74374 -14.53730  0.22
H8 3.44217 8.60504 -15.82666  0.19
C7 4.16582 4.10824 -16.64900  -0.12
C8 3.61716 3.68369 -15.26549  -0.12
O7 3.21984 2.33133 -15.45193  -0.45
C9 3.70107 1.86687 -16.48821  0.99
O8 3.71772 0.68057 -16.75901  -0.63
O9 4.37481 2.79037 -17.15998  -0.51
H9 5.13805 4.59273 -16.55880  0.22
H10 3.47718 4.62532 -17.31722  0.20
H11 2.68024 4.17401 -15.00121  0.19
H12 4.32986 3.75773 -14.44410  0.24
C10 2.44961 1.64987 -19.59553  -0.11
C11 2.89565 2.88895 -18.92426  -0.09
O10 2.20151 3.90810 -19.56575  -0.49
C12 1.44835 3.35080 -20.54517  0.96
O11 0.72996 3.97683 -21.37230  -0.61
O12 1.52626 2.06954 -20.54120  -0.45
H13 1.94795 0.92404 -18.95551  0.20
H14 3.37129 1.19619 -19.95990  0.20
H15 3.94607 3.17767 -18.88746  0.23
H16 2.51320 2.69478 -17.92219  0.15
C13 5.37414 -0.91074 -10.69597  -0.25
O13 4.59388 -0.55264 -11.77110  -0.51
C14 4.92818 -1.06789 -13.02151  0.99
O14 5.94447 -1.72552 -13.29530  -0.64
O15 4.00683 -0.69511 -13.96678  -0.52
C15 3.95088 -1.08965 -15.30850  -0.30
H17 4.85624 -0.85862 -9.73829  0.19
H18 6.11888 -0.11923 -10.61249  0.18
H19 5.75949 -1.92945 -10.73894  0.20
H20 3.43445 -0.28986 -15.83930  0.26
H21 3.44126 -2.04576 -15.42786  0.16
H22 4.88058 -1.10612 -15.87725  0.18

=====

(4)
Computed, not measured: a molecular structure, C15H22O5, with ωB97M-V/def2-TZVPD.

Values from the calculation:
E_LUMO in eV: 0.79
Kohn-Sham gap in eV: 9.35
Multiplicity: 1
Charge: 0

Last column: natural (NBO) charge in e.
Element x y z (Å)
C1 -4.81551 -2.20701 1.53987  -0.24
H1 -4.52045 -1.77889 2.43748  0.19
H2 -4.37492 -3.15209 1.41179  0.20
O1 -4.06520 -1.56950 0.43339  -0.55
C2 -4.43835 -0.36429 0.15513  0.49
O2 -5.80599 -0.10687 -0.16947  -0.54
C3 -6.04324 -0.69396 -1.34437  -0.25
H3 -7.05327 -0.61345 -1.76491  0.21
H4 -5.56312 -1.53760 -1.68237  0.18
H5 -5.49514 0.03429 -2.29657  0.09
C4 -3.41710 0.66709 -0.51650  -0.48
C5 -2.18272 0.63387 0.15755  0.09
C6 -1.08280 1.43154 -0.05370  0.05
C7 0.40114 1.50537 0.33671  0.07
C8 1.07350 0.96450 -1.12776  -0.07
O3 2.15935 0.17798 -0.65934  -0.55
C9 3.36987 0.78463 -0.24411  -0.07
C10 4.49285 0.00154 -0.02046  -0.05
C11 5.85022 0.72808 0.20200  -0.19
C12 6.82900 -0.12858 0.57823  -0.22
C13 6.72316 -1.55216 0.19872  -0.19
C14 5.44399 -2.02006 0.07910  -0.20
C15 4.44064 -1.20429 -0.21437  -0.25
H6 3.43903 -1.70222 -0.38397  0.23
H7 5.48503 -3.01410 -0.45408  0.20
H8 7.72342 -2.14689 0.43012  0.22
H9 7.80923 0.08939 0.74317  0.20
H10 5.85280 1.85318 0.36743  0.22
H11 3.50358 1.71428 -0.89778  0.18
H12 3.11333 1.39116 0.72899  0.18
H13 1.33091 1.99445 -1.63139  0.18
H14 0.37493 0.31849 -1.70101  0.20
O4 0.99148 2.66525 0.76640  -0.68
H15 0.41364 2.83079 1.46199  0.48
H16 0.48460 0.56177 1.05953  0.16
H17 -1.29831 2.60491 -0.61523  0.15
O5 -1.91222 1.58499 1.01577  -0.53
H18 -1.71461 -0.40651 0.87005  0.18
H19 -3.20581 -0.08865 -1.41276  0.21
H20 -3.80148 1.59812 -0.71872  0.26
H21 -4.43757 0.23556 1.44967  0.04
H22 -6.07788 -2.08408 1.48581  0.20

=====

(5)
Computed, not measured: a molecular structure, C15H22O5S, with ωB97M-V/def2-TZVPD.

Values from the calculation:
E_LUMO in eV: -0.02
Kohn-Sham gap in eV: 9.58
Multiplicity: 1
Charge: 0

Last column: natural (NBO) charge in e.
Element x y z (Å)
O1 0.43548 -0.18000 -2.29527  -0.53
O2 -1.29102 -2.53641 -1.83079  -0.85
O3 0.23848 -4.12598 -0.99939  -0.87
O4 1.34028 -2.27790 -2.14542  -0.62
O5 0.21642 -1.66190 0.11681  -0.65
C1 1.36068 -0.91805 -2.14366  0.78
C2 -2.85108 -2.24748 3.02352  -0.20
C3 -3.09633 -1.47549 1.87118  -0.20
C4 -1.55904 -2.73343 3.20750  -0.21
C5 -2.10400 -1.32891 0.85098  -0.23
C6 -0.56787 -2.61948 2.19840  -0.22
C7 -0.77485 -1.75418 1.06147  0.24
C8 0.11716 4.66128 1.35484  -0.62
C9 -0.02484 2.77766 2.82007  -0.59
C10 2.76860 -0.30097 -2.25563  -0.50
C11 3.17202 0.48066 -1.01526  -0.40
C12 3.17282 2.00102 -1.25736  -0.39
C13 2.66560 2.79560 0.00488  -0.39
C14 1.29992 2.38702 0.76641  -0.39
C15 0.89388 3.46969 1.84548  -0.24
S1 0.01943 -2.67626 -1.20653  2.41
H1 -3.64085 -2.34819 3.83211  0.23
H2 -4.02945 -0.92109 1.83125  0.22
H3 -1.35132 -3.24348 4.14648  0.22
H4 -2.45640 -0.89085 -0.10522  0.25
H5 0.45915 -2.90558 2.28805  0.23
H6 -1.00641 4.60795 1.37208  0.21
H7 0.34481 5.56670 1.96681  0.21
H8 0.52932 5.00130 0.42538  0.21
H9 -0.80350 2.47225 2.14041  0.20
H10 -0.42695 3.48118 3.60830  0.21
H11 0.45383 1.87367 3.34829  0.20
H12 3.54563 -1.03876 -2.49949  0.22
H13 2.64146 0.28110 -3.19134  0.24
H14 2.55954 0.20402 -0.19604  0.21
H15 4.16868 0.29682 -0.86276  0.21
H16 4.19135 2.22774 -1.66110  0.20
H17 2.60115 2.27718 -2.08650  0.20
H18 3.41888 2.58171 0.81410  0.19
H19 2.57099 3.91023 -0.10558  0.21
H20 1.36474 1.39123 1.24867  0.20
H21 0.51609 2.30439 0.01811  0.21
H22 1.67213 3.88863 2.45034  0.20

=====

(6)
Computed, not measured: a molecular structure, C15H23AuI2OP2, with ωB97M-V/def2-TZVPD.

Values from the calculation:
E_LUMO (alpha / beta) in eV: -8.14 / -10.37
Kohn-Sham gap (alpha / beta) in eV: 6.05 / 3.80
Multiplicity: 3
Charge: +2

Last column: natural (NBO) charge in e.
Element x y z (Å)
I1 -3.08600 -0.14321 0.66686  0.39
I2 2.51535 0.67836 0.08372  0.37
Au1 -0.88002 0.30446 -3.12216  0.55
P1 -0.62769 -1.94333 -1.96741  0.80
C1 -0.89622 -2.76564 -0.34187  -0.93
C2 -1.86365 -2.79132 -3.01501  -0.94
H1 -1.76698 -3.88637 -2.99292  0.25
H2 1.13663 -3.62141 -2.42975  0.26
H3 -1.72271 -2.38503 -4.02272  0.25
H4 1.34142 -2.09572 -3.37219  0.26
H5 -1.85317 -2.41881 0.07846  0.24
H6 -2.85068 -2.48557 -2.63268  0.25
C3 1.05303 -2.52240 -2.39994  -0.95
H7 -0.92051 -3.87112 -0.41163  0.27
H8 1.74255 -2.14131 -1.63283  0.24
H9 -0.08267 -2.48814 0.34946  0.23
P2 -0.55966 2.47340 -1.89720  0.78
C4 -0.70750 3.29688 -0.22263  -0.91
C5 1.09535 3.12132 -2.37782  -0.94
H10 -1.78115 3.03012 -3.84275  0.25
H11 -1.66756 4.50210 -2.77997  0.26
H12 -2.79349 3.15370 -2.36544  0.25
C6 -1.81990 3.41351 -2.81530  -0.94
H13 1.31185 2.71593 -3.36900  0.25
H14 1.13298 4.22194 -2.38002  0.26
H15 -0.59194 4.39118 -0.31508  0.27
H16 0.07378 2.93735 0.46556  0.23
H17 1.83801 2.72228 -1.66103  0.24
H18 -1.69803 3.09492 0.21069  0.24
C7 -1.44457 0.68814 1.63093  0.26
O1 -1.56933 1.20819 2.73263  -0.40
C8 -0.47661 0.15219 0.77447  0.05
C9 0.79973 0.05094 1.14544  -0.14
C10 1.19764 -0.34154 2.52736  -0.11
C11 0.26588 -1.06554 3.31055  -0.08
C12 0.58889 -1.49651 4.60703  -0.22
C13 1.85630 -1.27524 5.14965  -0.04
C14 2.82142 -0.62727 4.34460  -0.17
C15 2.49321 -0.21555 3.04065  -0.15
H19 -0.66563 -1.39105 2.82595  0.22
H20 -0.18171 -2.08172 5.12813  0.26
H21 2.09338 -1.67107 6.15318  0.26
H22 3.82156 -0.51392 4.74190  0.26
H23 3.32842 0.08190 2.40013  0.25